Record 1
This record from the Open Molecules 2025 dataset describes a structure of composition C11H14F18KN4O13S6. The level of theory is ωB97M-V/def2-TZVPD.

Each line ends with the natural charge from an NBO analysis.
Positions of all 67 atoms, in Å:
K: 0.2061 -0.9374 -1.0704  0.90
C: -1.4695 3.1249 1.9002  -0.41
N: -0.0821 2.6943 2.4262  -0.21
C: 0.1391 1.2588 1.9824  -0.43
C: 1.1215 3.5223 1.7477  -0.38
C: 0.0731 2.7803 3.9230  -0.24
C: -0.8300 2.0867 4.8430  -0.10
O: -1.9429 2.9674 5.1271  -0.75
H: -1.4606 4.2068 2.0318  0.22
H: -2.3272 2.5707 2.2814  0.26
H: -1.3144 3.0340 0.8251  0.24
H: 1.1800 0.9585 2.1030  0.24
H: -0.0916 1.1939 0.9191  0.22
H: -0.6087 0.5914 2.4107  0.25
H: 0.9998 3.5428 0.6647  0.26
H: 2.1092 3.1897 2.0667  0.25
H: 0.8587 4.5148 2.1139  0.20
H: 0.2093 3.8491 4.0878  0.23
H: 1.0541 2.3608 4.1464  0.23
H: -0.3181 1.8993 5.7869  0.20
H: -1.2130 1.1489 4.4407  0.21
H: -2.2381 3.0109 6.0396  0.49
C: 0.7400 -2.1698 3.5314  0.76
F: 1.1714 -3.1232 4.4275  -0.32
F: -0.1582 -1.3625 4.1033  -0.33
F: 1.8165 -1.4903 3.1084  -0.33
S: -0.0403 -3.0065 1.8869  2.10
O: 1.0596 -3.1091 0.9580  -0.89
O: -0.5824 -4.2087 2.5331  -0.86
N: -1.1092 -1.7308 1.3669  -1.23
S: -2.4352 -2.4592 1.3236  2.15
O: -2.4919 -3.6542 0.4653  -0.90
O: -2.9825 -2.6653 2.6780  -0.94
C: -3.4870 -1.0064 0.4499  0.77
F: -4.7390 -1.4240 0.3951  -0.31
F: -3.3723 0.1072 1.2192  -0.34
F: -3.0904 -0.7980 -0.7934  -0.31
C: 1.9151 -2.2317 -4.2154  0.78
F: 3.1158 -2.5131 -4.6349  -0.30
F: 2.0056 -1.1409 -3.4639  -0.34
F: 1.1535 -1.9245 -5.2413  -0.30
S: 1.0719 -3.6076 -3.1330  2.08
O: 1.1242 -4.9166 -3.8423  -0.86
O: 1.8635 -3.5980 -1.9049  -0.92
N: -0.4985 -2.8950 -2.9135  -1.22
S: -1.3729 -3.8656 -3.6317  2.21
O: -1.1411 -3.8931 -5.0688  -0.97
O: -1.4701 -5.1447 -2.9943  -0.93
C: -3.1353 -3.0650 -3.5296  0.75
F: -3.0583 -1.7320 -3.6667  -0.34
F: -3.9023 -3.5090 -4.4935  -0.30
F: -3.6345 -3.2804 -2.3360  -0.31
C: 0.4883 1.7308 -4.2170  0.79
F: -0.3610 0.7938 -3.8743  -0.31
F: 1.5931 1.1943 -4.7481  -0.31
F: -0.0883 2.4936 -5.1637  -0.31
S: 0.9836 2.7888 -2.5853  2.05
O: 1.8535 3.8556 -3.1060  -0.86
O: -0.2943 3.3373 -2.0994  -0.94
N: 1.5619 1.5027 -1.6012  -1.16
S: 3.0177 2.0432 -1.4074  2.17
O: 3.8055 2.2180 -2.6018  -0.90
O: 3.2113 3.0511 -0.3671  -0.97
C: 3.8173 0.4942 -0.5626  0.74
F: 5.0167 0.8240 -0.0856  -0.31
F: 3.0392 0.0024 0.4446  -0.35
F: 3.9651 -0.4808 -1.4054  -0.30

## Properties
Relative energy (zero: lowest compared OMol25 entry of this formula, charge and spin), kJ/mol: 0.0
Lowest unoccupied orbital energy, eV: 1.09
Largest force on an atom, eV/A: 7.2
Net charge: -1

Record 2
This record from the Open Molecules 2025 dataset describes an isolated molecule of C5H12O. The level of theory is ωB97M-V/def2-TZVPD.

Each line ends with the natural charge from an NBO analysis.
Positions of all 18 atoms, in Å:
C: -1.6604 0.6542 1.0595  -0.25
O: -0.4583 -0.0525 1.1391  -0.56
C: 0.3407 -0.2027 -0.0396  0.26
C: -0.2894 -1.3738 -0.8137  -0.63
C: 0.3902 1.0510 -0.9112  -0.65
C: 1.7173 -0.3985 0.5851  -0.61
H: -2.3035 0.2939 1.8656  0.19
H: -2.1817 0.4907 0.1077  0.16
H: -1.5137 1.7392 1.1820  0.16
H: -1.3634 -1.1747 -0.8163  0.21
H: 0.0105 -1.4725 -1.8656  0.21
H: -0.1209 -2.3330 -0.3160  0.22
H: -0.5012 1.2197 -1.5275  0.21
H: 0.5738 1.9423 -0.3021  0.22
H: 1.2380 0.9263 -1.5877  0.22
H: 1.8591 0.4888 1.2090  0.22
H: 1.7605 -1.2739 1.2415  0.22
H: 2.5285 -0.4455 -0.1457  0.20

## Properties
Relative energy (zero: lowest compared OMol25 entry of this formula, charge and spin), kJ/mol: 65.3
SMILES string: COC(C)(C)C
Lowest unoccupied orbital energy, eV: 0.95
Largest force on an atom, eV/A: 0.5
Net charge: 0

Record 3
This record from the Open Molecules 2025 dataset describes a cluster of 4 separate species, C3H16NO4 in total. The level of theory is ωB97M-V/def2-TZVPD.

Each line ends with the natural charge from an NBO analysis.
Positions of all 24 atoms, in Å:
C: 0.2312 -0.2175 0.4996  -0.06
O: -0.1791 0.0980 -0.8032  -0.81
C: -0.8935 -1.1707 1.0812  -0.08
C: -1.2091 -0.8573 2.5347  -0.64
N: -2.1106 -1.0640 0.2374  -0.69
H: 1.1874 -0.7390 0.5496  0.19
H: 0.2417 0.6880 1.1431  0.17
H: 0.4641 0.7461 -1.2392  0.53
H: -0.4445 -2.1622 1.0174  0.24
H: -0.4381 -1.2068 3.2425  0.25
H: -2.0786 -1.4455 2.8576  0.23
H: -1.2907 0.1934 2.7130  0.22
H: -2.4695 -0.1235 0.0474  0.44
H: -1.8876 -1.4499 -0.6950  0.49
H: -2.9849 -1.5168 0.5253  0.43
H: 1.1863 2.4881 -1.9393  0.48
H: 2.2059 2.2417 -0.7841  0.51
O: 1.6667 1.7826 -1.4812  -0.98
H: 3.2846 2.7749 1.0854  0.50
H: 3.0576 4.0236 0.2199  0.50
O: 2.6755 3.1702 0.4588  -0.94
H: -0.6533 -3.0872 -2.6345  0.51
H: -0.1580 -1.6902 -1.9951  0.51
O: -0.7938 -2.4253 -1.9383  -1.00

## Properties
Relative energy (zero: lowest compared OMol25 entry of this formula, charge and spin), kJ/mol: 27.9
Lowest unoccupied orbital energy, eV: -2.70
Largest force on an atom, eV/A: 2.0
Net charge: +1

Record 4
This record from the Open Molecules 2025 dataset describes a cluster of 2 separate species, C3H8O2 in total. The level of theory is ωB97M-V/def2-TZVPD.

Each line ends with the natural charge from an NBO analysis.
Positions of all 13 atoms, in Å:
O: -2.2030 -2.1612 0.2663  0.07
C: -1.4136 -2.5716 1.1298  0.28
H: -1.2178 -3.6877 1.3207  0.32
H: -0.8638 -1.8230 1.7029  0.31
C: 0.1377 1.5415 -0.2902  -0.06
O: -0.2950 0.6065 0.6830  -0.75
C: 1.3588 1.0314 -1.1452  -0.64
H: -0.8240 1.7423 -0.8848  0.18
H: 0.3007 2.5077 0.2116  0.18
H: 0.4753 0.1452 0.9772  0.45
H: 0.9260 0.1640 -1.7346  0.20
H: 1.5213 1.9182 -1.7797  0.25
H: 2.0975 0.5869 -0.4571  0.21

## Properties
Relative energy (zero: lowest compared OMol25 entry of this formula, charge and spin), kJ/mol: 312.8
Lowest unoccupied orbital energy (spin up / spin down), eV: -7.81 / -10.79
Largest force on an atom, eV/A: 3.6
Net charge: +1
Spin multiplicity: 2

Record 5
This record from the Open Molecules 2025 dataset describes the ion C3H7N2S with charge +1. The level of theory is ωB97M-V/def2-TZVPD.

Each line ends with the natural charge from an NBO analysis.
Positions of all 13 atoms, in Å:
C: 1.9297 1.1653 -0.1494  -0.06
C: 1.0943 0.7156 1.0847  -0.59
C: -1.2570 -0.4415 0.1378  -0.27
N: 2.3141 0.7035 -1.2161  -0.14
N: -1.6466 -1.4100 -0.8110  -0.70
S: 0.3125 -0.8720 0.7714  0.40
H: 2.2506 2.2879 0.1277  0.23
H: 1.7202 0.5682 1.9518  0.28
H: 0.2698 1.5153 1.2791  0.27
H: -1.7010 0.5011 0.1394  0.23
H: -2.4805 -1.8202 -0.5229  0.44
H: -0.9525 -2.1113 -1.1157  0.47
H: -1.8535 -0.8019 -1.6766  0.46

## Properties
Relative energy (zero: lowest compared OMol25 entry of this formula, charge and spin), kJ/mol: 495.1
Lowest unoccupied orbital energy (spin up / spin down), eV: -5.22 / -4.33
Largest force on an atom, eV/A: 4.6
Net charge: +1